{
  "formula": "C5H8O2",
  "method": "wB97M-V/def2-TZVPD",
  "e_tot_ev": -9405.9491,
  "largest_force_ev_per_a": 0.48,
  "smiles": "OC1=CC[C@@H](O)C1",
  "de_lowest_kcal_mol": 89.55,
  "total_charge": 0,
  "lumo_ev": 0.52,
  "e_homo_ev": -7.5,
  "gap_ev": 7.99,
  "species": ["O", "O", "C", "C", "C", "C", "C", "H", "H", "H", "H", "H", "H", "H", "H"],
  "xyz": [[2.0116, 0.1857, -0.6435], [-2.2774, 0.6032, 0.4746], [0.1052, -1.1190, 0.2676], [-1.1937, 0.3978, -0.2206], [-0.0073, 1.2806, 0.0650], [1.0176, 0.1556, 0.3623], [-0.9928, -0.8422, -0.8640], [0.2696, 1.8370, -0.8358], [2.6031, -0.5641, -0.4924], [-2.8443, -0.1606, 0.2102], [-0.1672, 1.9728, 0.8942], [1.4880, 0.2957, 1.3501], [0.6236, -2.0067, -0.0968], [-0.3323, -0.6903, -1.7344], [-0.3038, -1.3456, 1.2636]],
  "forces_ev_per_a": [[0.185, -0.151, -0.038], [0.038, 0.002, -0.259], [0.355, -0.290, 0.136], [-0.211, 0.078, 0.124], [0.026, -0.001, -0.011], [-0.219, 0.068, 0.139], [0.047, 0.188, -0.013], [0.016, -0.073, 0.158], [-0.101, 0.172, -0.093], [0.065, 0.148, 0.085], [0.010, -0.090, -0.092], [-0.197, -0.126, -0.193], [0.213, 0.059, 0.227], [-0.202, -0.022, 0.129], [-0.027, 0.038, -0.298]]
}



{
  "formula": "C14H32O5",
  "method": "wB97M-V/def2-TZVPD",
  "e_tot_ev": -25269.4616,
  "largest_force_ev_per_a": 4.25,
  "smiles": "C1CCOC1.C1CCOC1.C1CCOC1.CO.CO",
  "de_lowest_kcal_mol": 55.06,
  "total_charge": 0,
  "lumo_ev": 0.69,
  "e_homo_ev": -9.4,
  "gap_ev": 10.10,
  "species": ["O", "O", "O", "O", "O", "C", "C", "C", "C", "C", "C", "C", "C", "C", "C", "C", "C", "C", "C", "H", "H", "H", "H", "H", "H", "H", "H", "H", "H", "H", "H", "H", "H", "H", "H", "H", "H", "H", "H", "H", "H", "H", "H", "H", "H", "H", "H", "H", "H", "H", "H"],
  "xyz": [[-0.2879, -0.1834, 3.6155], [-1.4534, 0.0050, 1.0383], [-3.8830, -0.7726, -4.3374], [3.9261, 0.7409, 1.8660], [1.8670, -3.1516, -1.6027], [-5.1903, -0.5861, -3.9029], [3.2948, 0.7258, -0.3995], [-4.0512, 1.4381, -4.2094], [3.5473, -0.1966, 0.7859], [0.9355, -3.2992, -2.6709], [3.1449, 2.1344, 0.0765], [0.9875, -0.4713, 5.4346], [4.0795, 2.0733, 1.3259], [-5.2191, 0.9193, -3.4849], [-0.8944, -0.4539, -0.2034], [-3.0759, 0.3920, -4.1155], [-0.4946, -0.6151, 4.9896], [0.7090, 0.7827, 3.4289], [1.5645, 0.7295, 4.6582], [3.5822, 2.7264, -0.7274], [3.9191, 0.6181, -1.2864], [-5.1424, 1.1062, -2.4138], [-3.5511, 2.2747, -3.7215], [1.2577, -0.7661, 6.4486], [1.5271, -1.2957, 4.9686], [-1.3640, -0.5052, 1.8466], [4.3888, -0.8316, 0.5086], [0.9465, -4.3787, -2.8213], [-1.1678, 0.0433, -1.1341], [-1.0935, 0.0388, 5.6235], [1.0887, -2.8166, -3.6361], [2.7385, -3.2648, -1.9892], [-2.4335, 0.2509, -3.2462], [-2.3922, 0.4370, -4.9633], [3.7691, 2.8409, 2.0347], [0.1078, 1.6833, 3.3042], [-1.3359, -1.4174, -0.4582], [2.6000, 0.4494, 4.4650], [2.6993, -0.8618, 0.9486], [0.0263, -2.8240, -2.3026], [2.1453, 2.4911, 0.3247], [2.3769, 0.3695, -0.8671], [-5.3202, -1.2130, -3.0207], [1.2927, 0.7148, 2.5109], [-6.1752, 1.3045, -3.8393], [-5.8395, -0.8754, -4.7293], [-4.1588, 1.8785, -5.2006], [0.1900, -0.5535, -0.2501], [1.4834, 1.6968, 5.1542], [5.1447, 2.1215, 1.0998], [-0.8163, -1.6530, 5.0765]],
  "forces_ev_per_a": [[-2.401, -2.373, -0.432], [-0.195, 1.587, -1.881], [1.752, -1.193, -0.594], [-1.143, -0.861, -0.251], [0.622, 1.018, -0.457], [0.475, 0.701, 1.304], [-2.286, -1.541, -1.534], [1.099, 4.049, 0.670], [1.456, 1.522, -0.499], [-0.267, -0.468, 0.605], [1.909, 0.226, 0.401], [0.145, -1.511, -0.369], [-0.691, -0.676, -0.572], [-2.300, -0.763, -0.532], [-0.497, -1.680, 0.599], [1.129, -2.953, -1.962], [3.238, 1.049, -0.107], [-0.710, 0.902, 0.108], [0.367, 0.119, 1.487], [-0.218, 0.653, 0.325], [0.965, 0.142, 0.586], [0.004, -0.362, -0.019], [-0.484, 0.571, 0.536], [-0.327, 1.286, 0.558], [-0.306, -0.414, -0.526], [0.797, -0.599, -0.280], [0.253, -0.140, 0.535], [-1.154, -0.008, -0.429], [-0.407, 1.380, 0.729], [-0.527, 0.238, -0.513], [0.913, 0.303, 0.089], [0.223, -0.023, 0.218], [-0.462, 0.420, 0.584], [0.252, -0.076, -0.045], [0.281, -0.323, 0.401], [0.571, 0.737, 0.265], [0.279, -0.620, 0.321], [0.038, 0.663, -0.211], [-0.112, 0.433, 0.884], [-0.336, -0.770, 0.000], [0.038, -0.295, 0.011], [-0.518, 0.121, 0.067], [-0.583, -0.228, -0.054], [-0.246, -0.878, -0.138], [0.038, 0.458, 0.208], [-0.375, 0.210, 0.232], [-0.530, -0.839, -0.321], [0.148, 0.052, 0.502], [0.329, -0.131, 0.380], [-0.012, 0.689, -0.334], [-0.230, 0.194, -0.547]]
}



{
  "formula": "CF2O2",
  "method": "wB97M-V/def2-TZVPD",
  "e_tot_ev": -10559.2128,
  "largest_force_ev_per_a": 5.09,
  "de_lowest_kcal_mol": 95.91,
  "total_charge": 0,
  "lumo_ev": [-0.75, -2.11],
  "e_homo_ev": [-11.8, -9.2],
  "gap_ev": [11.07, 7.06],
  "species": ["F", "F", "O", "O", "C"],
  "xyz": [[-2.3453, -0.2193, 0.4577], [1.3552, 1.1740, 0.0807], [-1.6510, 0.2064, -0.6477], [1.5394, -1.1196, 0.0919], [1.1018, -0.0415, 0.0174]],
  "forces_ev_per_a": [[0.357, 0.198, -0.540], [1.934, 2.313, 0.414], [0.228, -0.242, 0.678], [1.190, 1.124, 0.268], [-3.708, -3.393, -0.820]]
}



{
  "formula": "C27H23N6O10SV",
  "method": "wB97M-V/def2-TZVPD",
  "e_tot_ev": -94296.8265,
  "largest_force_ev_per_a": 1.44,
  "de_lowest_kcal_mol": 40.43,
  "total_charge": 2,
  "lumo_ev": -9.06,
  "e_homo_ev": -13.6,
  "gap_ev": 4.55,
  "species": ["V", "S", "O", "O", "O", "O", "O", "O", "O", "O", "O", "O", "N", "N", "N", "N", "N", "N", "C", "C", "C", "C", "C", "C", "C", "C", "C", "C", "C", "C", "C", "C", "C", "C", "C", "C", "C", "C", "C", "C", "C", "C", "C", "C", "C", "H", "H", "H", "H", "H", "H", "H", "H", "H", "H", "H", "H", "H", "H", "H", "H", "H", "H", "H", "H", "H", "H", "H"],
  "xyz": [[-0.9441, -1.3588, -1.1379], [-1.3198, 4.3417, 2.4853], [-1.6116, 5.1130, 3.6490], [-0.0690, 0.2875, -0.3553], [3.3091, -6.5393, 0.2787], [1.5705, -6.6227, -1.0830], [-2.3694, 1.5258, -3.5398], [-0.7821, -2.8192, -1.9409], [-1.0281, -1.1687, 0.8559], [-1.8754, 4.6018, 1.1914], [-4.2331, 0.8057, -1.8006], [-0.2131, -4.9359, -2.5304], [1.9563, -2.4564, 0.5892], [1.0027, -2.5127, -0.3359], [-2.1410, -0.2482, -2.0282], [-2.8241, -2.0879, -0.5428], [-1.8054, 2.8202, 2.8777], [0.2477, -0.6062, -2.7407], [2.2508, -5.9945, -0.3339], [-3.5082, -0.0907, -1.5414], [4.6859, 4.0523, 1.8495], [2.5834, -3.6369, 0.7397], [1.5523, 0.4536, -4.9274], [-1.7594, 1.7638, 1.9105], [1.2345, 4.2921, 3.4157], [-2.9714, -3.2240, 0.1442], [0.0164, -4.0283, -1.8398], [-3.8544, -1.2628, -0.7011], [-0.4808, 0.0001, 0.8144], [-1.7110, 0.6549, -3.0861], [1.4998, -0.9922, -3.0204], [3.1892, 4.0903, 2.0034], [-5.2693, -2.6872, 0.5425], [0.2620, 0.8591, -4.6222], [-0.3413, 0.2975, -3.5215], [2.6074, 4.1930, 3.2664], [1.9993, -4.5321, -0.1349], [-0.4443, 0.9219, 1.9539], [0.9789, 4.1824, 1.0146], [-5.0987, -1.5083, -0.1731], [2.1760, -0.4783, -4.1105], [-4.1968, -3.5561, 0.6910], [0.4244, 4.2767, 2.2855], [1.0163, -3.7656, -0.7831], [2.3573, 4.0840, 0.8856], [2.1556, -1.5917, 1.0704], [3.3856, -3.7409, 1.4536], [-2.6141, 1.0985, 2.0525], [3.1835, -0.8150, -4.3110], [-6.2309, -2.9304, 0.9742], [-0.2826, 1.5867, -5.2087], [2.7996, 4.0401, -0.1032], [3.8001, -5.9305, 0.8413], [0.4201, 1.5809, 1.8564], [0.7915, 4.4102, 4.3966], [-2.1080, -3.8668, 0.2510], [4.9830, 3.4391, 0.9988], [0.3346, 4.2229, 0.1458], [-5.8973, -0.7982, -0.3411], [1.9594, -1.7115, -2.3630], [5.0779, 5.0561, 1.6766], [-0.3942, 0.3500, 2.8813], [2.0651, 0.8580, -5.7897], [-1.8608, 2.2244, 0.9260], [3.2428, 4.2260, 4.1431], [5.1686, 3.6654, 2.7456], [-4.2998, -4.4900, 1.2253], [-1.7480, 2.6127, 3.8649]],
  "forces_ev_per_a": [[0.068, 1.059, 0.588], [-0.129, 0.508, -0.063], [-0.013, -0.050, -0.104], [0.304, -0.063, 0.241], [-0.187, 0.059, 0.099], [-0.193, -0.021, 0.187], [0.002, 0.023, -0.089], [-0.067, -1.371, -0.440], [-0.049, 0.361, -0.120], [0.004, -0.051, 0.068], [0.030, 0.081, 0.041], [-0.071, 0.001, -0.057], [-0.025, 0.110, -0.039], [-0.071, -0.045, -0.058], [-0.043, 0.186, 0.118], [-0.024, 0.009, -0.008], [0.105, -0.302, -0.030], [-0.070, -0.058, -0.015], [0.427, -0.047, -0.519], [0.105, -0.030, -0.240], [-0.049, -0.029, -0.002], [-0.007, 0.065, 0.047], [0.028, 0.005, -0.034], [-0.129, 0.053, 0.038], [0.001, -0.020, -0.027], [0.043, 0.099, -0.102], [0.151, 0.100, 0.034], [0.182, -0.133, -0.062], [0.016, -0.425, -0.345], [-0.275, -0.154, 0.240], [-0.161, 0.062, -0.002], [0.088, 0.021, 0.005], [-0.009, -0.004, 0.009], [0.043, 0.068, -0.061], [0.067, -0.057, 0.204], [-0.004, 0.028, 0.041], [0.027, -0.029, 0.271], [0.046, 0.020, 0.115], [0.022, -0.008, 0.044], [-0.112, -0.026, 0.010], [0.033, 0.011, -0.016], [-0.034, -0.034, 0.020], [0.216, -0.113, 0.036], [-0.110, 0.159, -0.025], [-0.044, 0.017, -0.051], [0.010, 0.003, -0.010], [-0.022, -0.015, 0.009], [0.022, -0.042, 0.037], [-0.007, 0.005, -0.008], [-0.002, -0.001, -0.010], [0.001, -0.002, 0.000], [-0.014, -0.002, 0.007], [0.029, -0.009, 0.015], [-0.031, 0.034, 0.001], [0.003, -0.001, -0.007], [0.007, 0.008, 0.013], [-0.001, 0.000, 0.004], [0.003, -0.008, 0.007], [-0.003, -0.005, 0.009], [0.012, -0.028, -0.014], [-0.033, 0.017, 0.004], [-0.010, 0.026, 0.003], [0.002, 0.002, 0.005], [-0.017, 0.038, 0.013], [-0.010, -0.008, -0.004], [-0.006, -0.009, -0.004], [-0.011, 0.008, 0.005], [-0.055, -0.048, -0.019]]
}